(1)
{"formula": "C3H6NOS", "method": "the ωB97M-V functional and the def2-TZVPD basis", "smiles": "NC(=O)CC[S-]", "e_above_lowest_kcal_mol": 32.6, "spin_multiplicity": 1, "charge": -1, "homo_ev": -2.544, "lumo_ev": 3.7, "symbols": ["C", "C", "S", "C", "N", "O", "H", "H", "H", "H", "H", "H"], "coordinates": [[-0.1847, 0.8099, 0.0720], [-1.3152, -0.0093, -0.4333], [-2.8415, 1.0731, -0.1899], [1.2227, 0.1475, 0.1395], [1.2407, -1.2316, 0.4234], [2.2199, 0.9347, 0.3763], [0.0095, 1.7517, -0.6026], [-0.3864, 0.9879, 1.1077], [-1.2435, -0.0787, -1.6285], [-1.3021, -0.9894, -0.0234], [2.1648, -1.6281, 0.4406], [0.4159, -1.7677, 0.3181]]}



(2)
{"formula": "C4H31N3O10", "method": "the ωB97M-V functional and the def2-TZVPD basis", "smiles": "NCN[C@@H](CN)CO.O.O.O.O.O.O.O.O.O", "e_above_lowest_kcal_mol": 76.7, "spin_multiplicity": 1, "homo_ev": -7.848, "lumo_ev": 0.1, "symbols": ["C", "N", "C", "C", "O", "N", "C", "N", "H", "H", "H", "H", "H", "H", "H", "H", "H", "H", "H", "H", "H", "H", "H", "O", "H", "H", "O", "H", "H", "O", "H", "H", "O", "H", "H", "O", "H", "H", "O", "H", "H", "O", "H", "H", "O", "H", "H", "O"], "coordinates": [[1.3720, 1.6294, 1.7291], [2.3694, 2.5723, 1.0943], [0.2193, 1.4553, 0.7284], [0.5082, 0.3806, -0.3630], [1.8106, 0.6903, -0.9492], [-0.8755, 0.9504, 1.5086], [-2.2779, 1.0393, 1.1676], [-2.5208, 1.6501, -0.1137], [1.8897, 0.7002, 1.9861], [0.8508, 2.2597, 2.6500], [2.1576, 3.4983, 1.4847], [3.3727, 2.5047, 1.2871], [0.0134, 2.4136, 0.2538], [0.5764, -0.7060, -0.2386], [-0.1049, 0.7191, -1.2294], [2.2195, 1.5643, -0.7883], [-0.6138, 0.2046, 2.1166], [-2.7036, -0.0117, 1.1184], [-2.9524, 1.4755, 1.9375], [-2.2093, 2.6445, -0.0980], [-1.9449, 1.4004, -0.9320], [2.8030, -0.0450, -3.1697], [1.9096, 1.1664, -3.1478], [2.0440, 0.3453, -3.6398], [-0.6523, -1.6506, 3.6029], [-0.2038, -2.9030, 2.8142], [-0.2327, -1.9108, 2.7641], [1.6469, -2.3238, -1.5200], [2.0405, -3.7239, -0.8750], [1.4784, -3.2637, -1.5124], [-3.2494, -1.6243, 0.1706], [-2.5278, -2.5635, 0.9938], [-3.4475, -2.3512, 0.7629], [2.3503, -0.8097, 3.7202], [1.3387, -1.5230, 2.6954], [2.2037, -1.0545, 2.8078], [0.3785, 0.3849, -3.5728], [-0.7409, 1.5116, -3.8870], [-0.5665, 0.6073, -3.6519], [-0.0529, 3.6192, -1.3590], [-1.4307, 3.7500, -2.1355], [-0.9815, 3.8707, -1.2984], [-0.9597, -2.2753, -1.7202], [-2.2220, -1.6414, -2.3369], [-1.8710, -2.0492, -1.5450], [0.4201, -4.5517, -0.2499], [-0.6324, -3.6720, 0.3569], [0.0008, -4.3539, 0.5827]]}



(3)
{"formula": "C40H80Cl48FN2O3", "method": "the ωB97M-V functional and the def2-TZVPD basis", "spin_multiplicity": 1, "charge": 1, "homo_ev": -11.431, "lumo_ev": -1.7, "symbols": ["C", "C", "O", "C", "O", "C", "C", "C", "C", "C", "C", "O", "C", "C", "C", "N", "C", "N", "C", "F", "C", "C", "H", "H", "H", "H", "H", "H", "H", "H", "H", "H", "H", "H", "H", "H", "H", "H", "H", "H", "H", "H", "H", "H", "H", "H", "H", "H", "H", "H", "H", "H", "H", "H", "C", "Cl", "Cl", "H", "H", "C", "Cl", "Cl", "H", "H", "C", "Cl", "Cl", "H", "H", "C", "Cl", "Cl", "H", "H", "C", "Cl", "Cl", "H", "H", "C", "Cl", "Cl", "H", "H", "C", "Cl", "Cl", "H", "H", "C", "Cl", "Cl", "H", "H", "C", "Cl", "Cl", "H", "H", "C", "Cl", "Cl", "H", "H", "C", "Cl", "Cl", "H", "H", "C", "Cl", "Cl", "H", "H", "C", "Cl", "Cl", "H", "H", "C", "Cl", "Cl", "H", "H", "C", "Cl", "Cl", "H", "H", "C", "Cl", "Cl", "H", "H", "C", "Cl", "Cl", "H", "H", "C", "Cl", "Cl", "H", "H", "C", "Cl", "Cl", "H", "H", "C", "Cl", "Cl", "H", "H", "C", "Cl", "Cl", "H", "H", "C", "Cl", "Cl", "H", "H", "C", "Cl", "Cl", "H", "H", "C", "Cl", "Cl", "H", "H"], "coordinates": [[8.6387, 0.2183, -1.2956], [7.3396, 0.4008, -0.5027], [6.5837, 1.4679, -1.1119], [5.2427, 1.3669, -1.0350], [4.6151, 0.3553, -1.3036], [4.5645, 2.6618, -0.6452], [3.3544, 2.4177, 0.2465], [2.2658, 3.4791, -0.0119], [0.8183, 3.0012, 0.0861], [-0.0628, 4.2623, 0.1038], [0.6834, 2.2986, 1.4318], [-0.6607, 2.0320, 1.7438], [-1.3684, 1.4040, 0.6889], [-0.5186, 0.9492, -0.4981], [0.1308, -0.4162, -0.1867], [-0.5465, -1.5049, -0.8488], [-0.5057, -2.7677, -0.0680], [0.5171, 1.9433, -0.9413], [0.2031, 2.4010, -2.3277], [1.0281, 3.4355, -2.6741], [0.4100, 1.2775, -3.3175], [1.8690, 0.8453, -3.4297], [9.4610, 0.2081, -0.5946], [8.7134, 1.0415, -1.9915], [8.5777, -0.6977, -1.8663], [7.5821, 0.7057, 0.5100], [6.7816, -0.5242, -0.4669], [5.3055, 3.2443, -0.1115], [4.3262, 3.2177, -1.5457], [3.6656, 2.5216, 1.2808], [2.9710, 1.4053, 0.1629], [2.3450, 4.2239, 0.7731], [2.4553, 4.0032, -0.9395], [-0.0238, 4.6899, 1.0946], [0.3823, 4.9773, -0.5810], [-1.1025, 4.1829, -0.2415], [1.1020, 2.9536, 2.1797], [1.2168, 1.3481, 1.4383], [-2.1026, 2.1133, 0.3243], [-1.8599, 0.5323, 1.0935], [-1.2310, 0.7601, -1.2908], [1.1804, -0.4405, -0.4997], [0.1299, -0.5360, 0.8984], [-1.5140, -1.2663, -1.0135], [-1.5102, -3.0325, 0.2248], [0.1404, -2.6797, 0.7935], [-0.1661, -3.5706, -0.7084], [1.3897, 1.4168, -1.0526], [-0.8059, 2.7868, -2.3505], [-0.2567, 0.4460, -3.1276], [0.1000, 1.6990, -4.2689], [2.1529, 0.2512, -2.5632], [2.5461, 1.6708, -3.5741], [1.9403, 0.1545, -4.2585], [-3.4888, -0.0919, 3.4426], [-5.1219, 0.4232, 3.0040], [-2.8889, -1.3719, 2.3804], [-2.8252, 0.7633, 3.3667], [-3.5025, -0.4678, 4.4568], [2.6265, 4.2720, 4.9483], [0.9361, 4.7333, 4.7258], [3.1386, 3.0945, 3.7262], [3.2466, 5.1547, 4.8582], [2.7432, 3.8237, 5.9272], [1.2443, 5.7142, -6.7003], [1.1857, 7.4519, -6.9596], [2.5118, 4.9285, -7.6516], [1.4394, 5.5356, -5.6522], [0.2879, 5.2921, -6.9858], [6.5688, -8.9976, 5.0056], [7.9637, -8.1872, 5.7366], [6.9747, -10.6175, 4.4381], [5.7867, -9.0731, 5.7510], [6.2313, -8.4084, 4.1623], [-2.7712, -2.2569, 6.9836], [-2.2925, -2.6911, 5.3360], [-2.9779, -0.5055, 7.1151], [-3.6998, -2.7584, 7.2212], [-1.9924, -2.5597, 7.6725], [-4.3255, 3.7246, -2.3545], [-3.0025, 4.4312, -1.4005], [-3.7092, 3.0467, -3.8647], [-4.8074, 2.9491, -1.7700], [-5.0333, 4.5067, -2.5994], [-6.8755, -2.2998, 6.4331], [-6.3154, -2.2862, 8.1096], [-5.6469, -2.9214, 5.3193], [-7.7507, -2.9340, 6.3686], [-7.1207, -1.2859, 6.1416], [-4.6751, 0.2980, -6.4294], [-3.7815, -0.2021, -4.9847], [-3.7014, 0.2507, -7.9013], [-5.5137, -0.3756, -6.5401], [-5.0231, 1.3161, -6.2976], [-4.8561, 0.7010, -11.3811], [-5.8422, 1.9584, -12.1394], [-5.3847, -0.9215, -11.8320], [-3.8279, 0.8274, -11.6985], [-4.9340, 0.8025, -10.3060], [-2.2249, -3.5508, -10.6427], [-2.0992, -3.2550, -12.3794], [-2.5240, -2.0608, -9.7368], [-3.0486, -4.2307, -10.4651], [-1.2952, -3.9842, -10.2964], [-6.1534, 3.4905, 5.0093], [-6.0200, 5.2473, 5.1267], [-4.7345, 2.6733, 5.6730], [-7.0265, 3.1700, 5.5637], [-6.2472, 3.2178, 3.9650], [7.7555, -7.0268, 9.2196], [6.0026, -7.2735, 9.1834], [8.4332, -7.3548, 10.8163], [8.2089, -7.6979, 8.5025], [7.9634, -5.9968, 8.9582], [-1.2568, -3.9051, 11.1315], [-2.6460, -3.0677, 10.4332], [-0.9720, -5.4581, 10.3400], [-0.3764, -3.2793, 11.0353], [-1.4705, -4.1007, 12.1748], [-6.8717, -2.4727, -3.7973], [-5.6256, -1.8090, -2.7264], [-6.1898, -3.0261, -5.3271], [-7.3419, -3.3104, -3.2979], [-7.6012, -1.7005, -4.0014], [2.9608, 5.0247, -11.4358], [1.9140, 6.0772, -12.3892], [2.5669, 3.3146, -11.6653], [3.9879, 5.1899, -11.7363], [2.8288, 5.2687, -10.3895], [-0.6444, -6.9692, 1.5557], [0.4466, -6.4909, 0.2465], [-1.7713, -5.6795, 1.9863], [-1.2146, -7.8318, 1.2346], [-0.0521, -7.2113, 2.4306], [3.5256, -4.4067, 9.1187], [3.8480, -4.6179, 7.3935], [1.8583, -4.8299, 9.5233], [4.1861, -5.0705, 9.6641], [3.7125, -3.3764, 9.3954], [-0.1926, 1.1481, 9.3167], [1.5641, 0.9758, 9.1560], [-0.9934, -0.4043, 9.5544], [-0.4017, 1.7810, 10.1698], [-0.5776, 1.5981, 8.4085], [-1.1805, 4.6222, -9.8050], [-1.7847, 3.9283, -8.2830], [-0.9626, 6.3766, -9.7222], [-0.2307, 4.1560, -10.0410], [-1.9053, 4.4132, -10.5815], [0.7860, 10.1463, -4.0678], [0.3424, 9.3628, -2.5409], [-0.2242, 11.5542, -4.3977], [1.8191, 10.4646, -4.0070], [0.6589, 9.4305, -4.8698], [0.8017, -6.1469, 6.1949], [-0.8051, -5.6152, 5.6910], [1.4306, -7.4324, 5.1486], [1.4778, -5.3020, 6.1483], [0.7428, -6.5242, 7.2083], [-5.1154, -7.8907, 3.4365], [-5.2615, -6.1726, 3.8299], [-3.5193, -8.5308, 3.8448], [-5.8616, -8.4382, 3.9983], [-5.2763, -8.0174, 2.3733], [-8.9400, 0.4279, -7.5304], [-8.1302, -0.0690, -6.0321], [-7.8519, 0.3205, -8.9155], [-9.7860, -0.2267, -7.6966], [-9.2684, 1.4536, -7.4202], [10.8669, 2.9738, 0.1855], [12.5509, 3.1866, -0.2926], [10.7123, 1.9520, 1.6241], [10.4423, 3.9449, 0.4069], [10.3311, 2.5037, -0.6298]]}